The following is a DFT calculation (ωB97M-V/def2-TZVPD) of a cluster of 2 separate species, C8H8BrO in total at a distorted geometry.

The geometry in ORCA input format:
```
! RIJCOSX wB97M-V def2-TZVPD def2/J DEFGRID3
* xyz 1 1
C 0.48 2.32 -0.08
C -0.76 1.70 -0.30
C 1.63 1.55 0.16
C 1.57 0.18 0.19
C -0.74 0.36 -0.28
C 0.03 -1.84 0.78
C 0.33 -1.96 -0.62
C 0.32 -0.50 -0.03
O -3.06 -0.87 -0.35
Br -4.33 0.15 0.00
H 0.55 3.40 -0.08
H -1.66 2.28 -0.48
H 2.56 2.05 0.34
H 2.45 -0.42 0.39
H -1.00 -1.91 1.10
H 0.78 -2.06 1.52
H 1.31 -2.29 -0.95
H -0.48 -2.14 -1.32
*
```

Calculated total energy: -2958.363029 Eh
HOMO energy (alpha / beta): -12.519 / -12.517 eV
Kohn-Sham gap (alpha / beta): 5.92 / 5.91 eV
ΔE to the lowest compared entry with this formula, charge and spin: 93.3 kcal/mol

***

The following is a DFT calculation (ωB97M-V/def2-TZVPD) of a structure of composition C18H32GeN5O6SeW at a distorted geometry.

The geometry in ORCA input format:
```
! RIJCOSX wB97M-V def2-TZVPD def2/J DEFGRID3
* xyz 3 3
W 0.48 0.03 -0.95
N 1.74 -0.45 1.00
C 1.04 0.11 2.20
C 1.06 -0.77 3.44
C 0.28 -2.10 3.35
C -0.52 -2.39 4.64
N -1.92 -1.97 4.61
C -2.96 -2.70 4.20
N -4.18 -2.18 4.19
N -2.79 -3.96 3.79
C -0.36 0.47 1.76
O -1.37 0.32 2.36
O -0.30 1.01 0.48
H 1.82 -1.46 1.11
H 2.69 -0.09 0.97
H 1.53 1.06 2.43
H 0.66 -0.15 4.24
H 2.10 -0.95 3.71
H 0.97 -2.93 3.20
H -0.41 -2.10 2.51
H -0.08 -1.86 5.48
H -0.47 -3.44 4.92
H -2.12 -1.01 4.85
H -4.35 -1.27 4.60
H -4.99 -2.74 4.00
H -1.88 -4.40 3.78
H -3.57 -4.53 3.53
O -0.92 -3.66 0.19
C -0.29 -2.83 -0.38
O -0.58 -1.49 -0.32
C 0.94 -3.03 -1.21
C 1.76 -4.11 -1.25
C 3.03 -3.99 -1.89
C 3.52 -2.78 -2.36
C 2.66 -1.69 -2.27
C 1.35 -1.82 -1.80
N 3.01 -0.35 -2.45
O 2.10 0.48 -1.91
O 3.98 0.11 -2.99
H 1.47 -5.04 -0.77
H 3.67 -4.86 -1.94
H 4.53 -2.68 -2.74
H 0.58 -1.37 -2.47
C -1.46 5.10 -0.73
Ge -0.56 4.66 -2.38
C -1.74 4.50 -3.91
C 1.05 5.65 -2.72
C 0.18 2.76 -2.10
Se -1.19 1.38 -2.27
C -1.00 0.94 -4.15
H -1.98 6.06 -0.85
H -0.74 5.21 0.08
H -2.20 4.35 -0.46
H -2.22 5.46 -4.10
H -2.53 3.77 -3.73
H -1.17 4.23 -4.80
H 0.81 6.70 -2.91
H 1.57 5.26 -3.59
H 1.72 5.61 -1.85
H 0.58 2.74 -1.08
H 0.95 2.55 -2.84
H -1.55 1.71 -4.70
H -1.45 -0.03 -4.31
H 0.05 0.96 -4.43
*
```

Calculated total energy: -5974.761505 Eh
HOMO energy (alpha / beta): -17.175 / -17.437 eV
Kohn-Sham gap (alpha / beta): 6.64 / 5.98 eV
ΔE to the lowest compared entry with this formula, charge and spin: 13.9 kcal/mol
<S²>: 2.07

***

The following is a DFT calculation (ωB97M-V/def2-TZVPD) of a cluster of 7 separate species, C10H32IO10 in total.

The geometry in ORCA input format:
```
! RIJCOSX wB97M-V def2-TZVPD def2/J DEFGRID3
* xyz -1 1
I 0.08 0.06 -0.27
C 3.56 0.99 1.50
O 4.56 0.17 2.09
H 2.66 0.43 1.24
H 3.26 1.80 2.18
H 3.92 1.47 0.59
H 4.19 -0.71 2.21
C 3.00 -2.45 -2.14
O 2.93 -1.04 -2.10
H 2.44 -2.83 -3.00
H 4.05 -2.73 -2.31
H 2.68 -2.91 -1.21
H 2.16 -0.79 -1.57
C -2.99 -2.25 -1.62
C -2.25 -2.35 -2.95
O -0.85 -2.36 -2.80
O -4.26 -2.92 -1.76
H -3.18 -1.20 -1.39
H -2.43 -2.71 -0.81
H -2.56 -1.49 -3.56
H -2.55 -3.25 -3.50
H -0.61 -1.73 -2.10
H -4.56 -3.20 -0.89
C -2.71 3.01 0.93
C -3.65 3.64 1.95
O -4.93 3.99 1.41
O -2.78 1.60 1.03
H -1.68 3.33 1.17
H -2.95 3.37 -0.07
H -3.21 4.57 2.30
H -3.79 2.97 2.80
H -5.16 3.35 0.74
H -2.08 1.24 0.47
C 1.30 -4.18 3.25
C 0.57 -2.84 3.21
O 1.31 -1.90 2.42
O 1.98 -4.42 4.48
H 1.99 -4.23 2.41
H 0.61 -5.03 3.16
H 0.51 -2.47 4.24
H -0.44 -2.94 2.82
H 0.73 -1.51 1.75
H 2.63 -3.72 4.59
C 1.68 3.24 -2.10
C 0.45 4.04 -2.48
O -0.75 3.31 -2.15
O 1.85 3.17 -0.71
H 2.60 3.67 -2.53
H 1.58 2.23 -2.52
H 0.42 4.40 -3.51
H 0.39 4.91 -1.83
H -0.80 2.52 -2.69
H 1.07 2.70 -0.38
*
```

Calculated total energy: -1450.325679 Eh
HOMO energy: -5.816 eV
Kohn-Sham gap: 8.44 eV
ΔE to the lowest compared entry with this formula, charge and spin: 0.0 kcal/mol